[1]
The following is a DFT calculation (ωB97M-V with the def2-TZVPD basis set) of a cluster of 16 separate species, C71H185N21O27 in total.

## Properties
* HOMO: -0.2787 Ha
* energy relative to the best compared isomer or geometry (same formula, charge and spin): 1.2425 eV
* total energy: -5997.0466 Eh

Structure (ORCA input):
```
! wB97M-V def2-TZVPD RIJCOSX def2/J DEFGRID3
* xyz 0 1
C 20.820 26.985 25.544
O 20.820 25.624 25.253
C 19.968 24.805 26.076
C 19.920 23.440 25.444
N 19.349 23.509 24.112
C 17.908 23.766 24.067
C 17.465 23.970 22.623
O 16.208 24.669 22.666
C 15.061 23.829 22.892
H 21.543 27.488 24.939
H 21.095 27.033 26.589
H 19.805 27.410 25.445
H 18.964 25.288 26.238
H 20.389 24.792 27.135
H 19.334 22.826 26.043
H 20.964 23.083 25.409
H 19.893 24.209 23.605
H 17.730 24.666 24.681
H 17.354 22.948 24.564
H 17.315 22.992 22.163
H 18.132 24.481 21.959
H 15.345 23.337 23.852
H 14.863 23.113 22.060
H 14.181 24.453 22.975
C 17.636 23.154 18.487
O 16.483 23.143 17.756
C 15.803 24.363 17.771
C 16.422 25.367 16.884
N 15.560 26.607 16.906
C 15.736 27.498 15.740
C 17.030 28.386 15.902
O 18.108 27.684 15.284
C 19.449 28.144 15.440
H 18.116 22.186 18.375
H 17.462 23.537 19.461
H 18.376 23.862 18.143
H 15.870 24.837 18.749
H 14.827 24.024 17.457
H 16.337 25.021 15.842
H 17.427 25.667 17.175
H 15.658 27.160 17.756
H 14.896 28.194 15.622
H 15.648 26.939 14.815
H 17.193 28.568 16.979
H 16.923 29.382 15.307
H 19.569 28.984 14.758
H 20.143 27.305 15.330
H 19.662 28.596 16.438
C 23.618 30.484 20.657
O 22.499 29.629 20.405
C 22.801 28.869 19.220
C 21.620 28.000 18.936
N 20.385 28.812 18.810
C 19.137 28.150 19.048
C 18.978 27.361 20.302
O 18.956 28.239 21.453
C 19.841 27.868 22.483
H 23.346 31.021 21.578
H 23.843 31.119 19.787
H 24.478 29.841 20.870
H 23.687 28.287 19.423
H 22.989 29.624 18.472
H 21.592 27.270 19.725
H 21.707 27.395 18.024
H 20.472 29.730 19.196
H 18.874 27.410 18.269
H 18.342 28.907 19.046
H 19.840 26.663 20.519
H 18.096 26.729 20.211
H 19.771 28.729 23.177
H 20.856 27.932 22.171
H 19.648 26.921 23.026
C 17.515 27.131 11.751
O 16.744 26.462 10.735
C 15.364 26.801 10.767
C 14.688 26.272 12.023
N 15.202 24.940 12.224
C 14.833 24.074 13.334
C 13.903 22.954 12.970
O 14.644 22.159 11.946
C 14.042 20.894 11.624
H 17.087 26.975 12.730
H 17.532 28.183 11.518
H 18.527 26.720 11.749
H 14.909 26.262 9.903
H 15.317 27.892 10.622
H 13.587 26.317 11.853
H 14.850 26.916 12.866
H 15.294 24.274 11.461
H 14.356 24.580 14.162
H 15.774 23.695 13.717
H 12.950 23.347 12.510
H 13.546 22.430 13.859
H 13.329 20.581 12.412
H 14.799 20.148 11.540
H 13.459 20.999 10.707
C 20.954 26.971 12.062
O 20.588 25.569 12.150
C 20.987 24.785 11.074
C 21.165 23.280 11.321
N 22.253 23.002 12.241
C 22.745 21.666 12.231
C 23.911 21.516 13.143
O 24.966 22.409 12.761
C 25.674 22.957 13.827
H 22.023 27.052 12.103
H 20.548 27.333 13.000
H 20.520 27.526 11.219
H 21.832 25.160 10.575
H 20.194 24.921 10.340
H 21.373 22.920 10.305
H 20.253 22.762 11.648
H 22.966 23.711 12.050
H 23.056 21.321 11.238
H 21.937 21.068 12.593
H 24.255 20.502 13.205
H 23.497 21.787 14.155
H 26.593 23.449 13.582
H 25.853 22.189 14.583
H 25.038 23.770 14.257
C 18.171 35.324 16.620
O 18.419 34.006 17.130
C 19.717 33.534 16.754
C 19.717 32.051 17.038
N 21.004 31.349 17.011
C 21.580 31.321 15.694
C 22.772 30.387 15.624
O 22.298 29.113 15.346
C 23.373 28.102 15.484
H 18.983 35.475 15.858
H 18.331 36.112 17.368
H 17.122 35.387 16.329
H 20.461 34.156 17.242
H 19.842 33.750 15.706
H 18.998 31.585 16.339
H 19.295 31.998 18.033
H 20.855 30.401 17.259
H 21.872 32.335 15.536
H 20.898 31.003 14.885
H 23.448 30.402 16.523
H 23.387 30.744 14.787
H 23.485 27.907 16.538
H 24.296 28.531 15.136
H 23.021 27.260 14.871
C 17.257 16.132 10.734
O 18.639 16.303 10.950
C 18.886 17.336 11.848
C 20.357 17.593 12.064
N 20.474 18.792 12.883
C 20.211 18.479 14.295
C 20.859 19.567 15.167
O 20.292 19.415 16.486
C 20.823 20.433 17.315
H 16.739 15.831 11.653
H 17.104 15.476 9.887
H 16.720 17.097 10.544
H 18.402 17.071 12.770
H 18.492 18.258 11.392
H 20.781 17.836 11.108
H 20.739 16.776 12.641
H 21.451 19.115 12.862
H 20.611 17.473 14.630
H 19.098 18.487 14.513
H 20.724 20.594 14.756
H 21.982 19.422 15.224
H 20.375 21.394 17.089
H 21.917 20.427 17.419
H 20.463 20.136 18.325
C 12.629 29.632 12.417
O 13.139 29.553 11.098
C 13.160 30.823 10.282
C 14.224 31.721 10.751
N 15.580 31.134 10.561
C 16.632 31.838 11.306
C 17.121 33.027 10.504
O 17.971 33.802 11.342
C 18.623 34.881 10.718
H 11.540 29.698 12.366
H 13.021 30.487 12.948
H 12.919 28.721 12.921
H 12.191 31.332 10.332
H 13.295 30.443 9.256
H 14.074 32.044 11.793
H 14.164 32.664 10.189
H 15.572 30.191 10.947
H 17.491 31.170 11.357
H 16.275 32.185 12.276
H 16.289 33.688 10.194
H 17.729 32.667 9.659
H 17.928 35.702 10.548
H 18.984 34.541 9.743
H 19.407 35.290 11.351
C 9.577 18.000 18.624
O 10.515 18.751 17.890
C 11.822 18.455 18.394
C 12.716 19.416 17.627
N 12.178 20.782 17.618
C 13.062 21.703 16.969
C 12.382 23.097 16.823
O 11.623 23.035 15.635
C 11.033 24.264 15.323
H 9.668 18.274 19.657
H 9.602 16.900 18.527
H 8.622 18.231 18.182
H 12.039 17.390 18.404
H 11.837 18.869 19.416
H 13.003 19.013 16.652
H 13.609 19.445 18.286
H 11.295 20.857 17.124
H 13.364 21.472 15.933
H 13.980 21.879 17.555
H 13.154 23.886 16.772
H 11.730 23.234 17.692
H 10.497 24.230 14.386
H 11.733 25.101 15.365
H 10.182 24.409 16.013
C 15.435 30.951 18.012
O 14.888 32.180 18.606
C 15.273 33.352 17.832
C 15.441 34.555 18.749
N 16.793 34.444 19.511
C 17.122 35.777 19.971
C 18.510 35.746 20.494
O 18.874 37.065 20.992
C 18.095 37.438 22.091
H 14.983 30.775 17.041
H 15.177 30.211 18.782
H 16.537 31.045 17.868
H 14.514 33.380 17.057
H 16.244 33.072 17.473
H 14.721 34.431 19.542
H 15.227 35.539 18.251
H 17.468 34.017 18.931
H 16.455 36.116 20.766
H 16.959 36.572 19.223
H 19.250 35.412 19.801
H 18.683 35.042 21.314
H 18.023 36.606 22.791
H 17.060 37.740 21.859
H 18.635 38.296 22.501
C 16.878 18.772 17.496
O 17.420 18.444 18.739
C 16.470 18.496 19.816
C 16.394 17.199 20.683
N 15.670 16.061 20.045
C 14.236 16.318 19.878
C 13.596 15.108 19.294
O 13.339 14.139 20.260
C 12.721 12.959 19.766
H 16.014 18.124 17.278
H 17.608 18.530 16.705
H 16.576 19.802 17.392
H 15.529 18.729 19.359
H 16.712 19.399 20.461
H 15.898 17.580 21.571
H 17.394 16.840 20.883
H 15.757 15.264 20.690
H 14.119 17.163 19.181
H 13.810 16.635 20.874
H 14.276 14.760 18.462
H 12.705 15.571 18.830
H 12.487 12.480 20.693
H 13.298 12.329 19.077
H 11.851 13.114 19.167
C 20.695 31.003 12.452
O 19.777 30.345 12.938
N 22.007 30.548 12.463
N 20.485 32.333 12.041
H 22.149 29.821 13.143
H 22.548 31.369 12.352
H 20.980 32.713 11.234
H 19.514 32.576 12.111
C 15.550 27.359 20.385
O 15.960 28.039 19.483
N 14.376 26.602 20.201
N 16.068 27.399 21.616
H 13.814 27.049 19.492
H 13.888 26.291 21.048
H 16.680 28.162 21.832
H 15.631 26.761 22.268
C 16.913 21.157 14.393
O 16.103 20.238 14.321
N 17.872 21.342 13.488
N 16.990 22.099 15.376
H 18.510 22.011 13.893
H 18.227 20.471 13.188
H 17.580 22.875 15.412
H 16.423 21.850 16.140
C 20.723 23.880 20.248
O 20.924 24.932 20.860
N 20.058 22.800 20.788
N 21.139 23.707 18.949
H 19.688 22.007 20.328
H 19.797 22.936 21.762
H 21.051 24.469 18.228
H 20.913 22.799 18.560
C 20.470 24.784 15.703
O 20.142 25.253 16.819
N 21.795 24.425 15.343
N 19.505 24.569 14.699
H 22.492 24.601 16.026
H 22.044 23.931 14.482
H 18.622 25.003 14.932
H 19.737 24.746 13.723
*
```

[2]
The following is a DFT calculation (ωB97M-V with the def2-TZVPD basis set) of an isolated molecule of C18H16N4O3.

## Properties
* HOMO: -0.3002 Ha
* energy relative to the best compared isomer or geometry (same formula, charge and spin): 1.5034 eV
* total energy: -1140.2888 Eh
* SMILES string: Cn1c(=O)n(C)c2cc(/C=C(/C#N)C(=O)NCc3ccco3)ccc21

Structure (ORCA input):
```
! wB97M-V def2-TZVPD RIJCOSX def2/J DEFGRID3
* xyz 0 1
C -3.522 -2.314 0.568
N -3.317 -0.925 0.268
C -4.351 -0.044 -0.005
O -5.530 -0.309 -0.037
N -3.772 1.187 -0.235
C -4.524 2.370 -0.547
C -2.405 1.085 -0.108
C -1.401 2.015 -0.244
C -0.074 1.600 -0.041
C 0.960 2.596 -0.199
C 2.283 2.496 0.044
C 3.136 3.581 -0.232
N 3.853 4.442 -0.481
C 3.010 1.319 0.646
O 3.048 1.104 1.835
N 3.669 0.581 -0.279
C 4.337 -0.659 0.080
C 3.415 -1.826 -0.068
C 2.593 -2.442 0.830
C 1.898 -3.442 0.107
C 2.344 -3.355 -1.174
O 3.259 -2.379 -1.293
C 0.190 0.260 0.277
C -0.816 -0.679 0.404
C -2.120 -0.259 0.213
H -4.596 -2.497 0.530
H -3.146 -2.551 1.565
H -3.018 -2.944 -0.167
H -4.238 2.761 -1.526
H -5.577 2.090 -0.561
H -4.362 3.139 0.210
H -1.621 3.041 -0.490
H 0.611 3.553 -0.575
H 3.530 0.771 -1.260
H 5.216 -0.783 -0.556
H 4.637 -0.565 1.126
H 2.501 -2.208 1.871
H 1.175 -4.131 0.492
H 2.101 -3.909 -2.059
H 1.204 -0.064 0.431
H -0.583 -1.704 0.644
*
```

[3]
The following is a DFT calculation (ωB97M-V with the def2-TZVPD basis set) of a cluster of 8 separate species, C15H35N5O20S3 in total.

## Properties
* HOMO: -0.3273 Ha
* energy relative to the best compared isomer or geometry (same formula, charge and spin): 1.4066 eV
* total energy: -3565.2832 Eh
* SMILES string: C[N+](=O)[O-].C[N+](=O)[O-].C[N+](=O)[O-].O=S1(=O)OCCO1.O=S1(=O)OCCO1.O=S1(=O)OCCO1.CN(C)C=O.CN(C)C=O

Structure (ORCA input):
```
! wB97M-V def2-TZVPD RIJCOSX def2/J DEFGRID3
* xyz 0 1
C -1.116 -6.697 35.681
N -0.808 -5.644 36.678
O 0.132 -5.850 37.427
O -1.638 -4.794 36.877
H -0.343 -7.410 35.434
H -1.516 -6.188 34.803
H -1.981 -7.230 36.081
C 2.793 -4.241 32.825
N 1.455 -3.863 33.346
O 1.063 -2.756 33.033
O 0.862 -4.630 34.091
H 3.156 -5.200 33.183
H 3.432 -3.454 33.217
H 2.749 -4.280 31.741
C -2.125 -3.474 34.005
N -2.180 -4.148 32.697
O -2.145 -5.362 32.659
O -2.481 -3.478 31.733
H -2.061 -2.409 33.809
H -1.192 -3.689 34.519
H -2.920 -3.931 34.586
O -2.712 -8.921 38.702
S -1.497 -8.873 39.443
O -1.295 -9.748 40.558
O -0.189 -8.833 38.455
C 0.915 -8.328 39.177
C 0.286 -7.253 40.119
O -1.117 -7.346 39.912
H 1.397 -9.108 39.766
H 1.681 -7.889 38.545
H 0.535 -6.236 39.832
H 0.527 -7.453 41.162
O -0.569 -10.865 34.773
S -0.992 -10.403 33.478
O -2.237 -10.914 32.972
O -1.019 -8.764 33.405
C -0.216 -8.323 32.302
C 0.785 -9.443 31.948
O 0.238 -10.654 32.462
H -0.936 -8.150 31.494
H 0.214 -7.388 32.663
H 1.760 -9.125 32.311
H 0.763 -9.524 30.864
O -2.310 -4.879 41.827
S -1.704 -3.588 41.699
O -1.495 -2.804 42.897
O -0.405 -3.657 40.776
C -0.178 -2.472 40.025
C -1.630 -2.138 39.637
O -2.516 -2.721 40.578
H 0.490 -1.770 40.522
H 0.333 -2.744 39.100
H -1.860 -2.539 38.650
H -1.824 -1.062 39.646
C -4.743 -8.110 35.073
N -4.910 -7.302 33.898
C -4.318 -7.880 32.686
C -5.908 -6.389 33.697
O -6.050 -5.755 32.677
H -4.650 -7.475 35.959
H -3.905 -8.804 35.083
H -5.618 -8.755 35.233
H -3.263 -8.023 32.908
H -4.675 -8.897 32.456
H -4.563 -7.452 31.720
H -6.536 -6.215 34.588
C -3.688 -5.847 39.255
N -4.986 -5.371 38.796
C -4.972 -4.742 37.485
C -6.122 -5.357 39.523
O -7.194 -4.983 39.102
H -3.791 -6.552 40.075
H -3.082 -4.981 39.501
H -3.184 -6.387 38.455
H -5.953 -4.582 37.046
H -4.523 -3.743 37.515
H -4.354 -5.357 36.830
H -5.979 -5.726 40.547
*
```

[4]
The following is a DFT calculation (ωB97M-V with the def2-TZVPD basis set) of a structure of composition C3H10AsBF6OSn.

## Properties
* HOMO: -0.3704 Ha
* energy relative to the best compared isomer or geometry (same formula, charge and spin): 8.7623 eV
* total energy: -3269.2845 Eh

Structure (ORCA input):
```
! wB97M-V def2-TZVPD RIJCOSX def2/J DEFGRID3
* xyz 0 1
Sn -1.085 13.068 -17.108
B 1.938 17.283 -18.124
H 1.640 17.002 -17.125
H 2.480 16.483 -18.603
H 1.085 17.523 -18.739
H 2.579 18.149 -18.082
As -8.042 10.772 -19.284
F -8.669 11.762 -17.943
F -6.382 11.320 -18.868
F -7.329 9.878 -20.671
F -9.742 10.322 -19.693
F -8.153 12.223 -20.396
F -7.898 9.301 -18.243
C -7.573 18.085 -16.965
C -6.078 18.121 -17.331
O -5.352 17.205 -16.968
C -5.545 19.293 -18.165
H -8.012 19.073 -16.828
H -7.674 17.562 -16.015
H -8.114 17.508 -17.716
H -6.057 19.288 -19.128
H -4.478 19.186 -18.362
H -5.712 20.257 -17.683
*
```

[5]
The following is a DFT calculation (ωB97M-V with the def2-TZVPD basis set) of a cluster of 2 separate species, C4H10N in total.

## Properties
* HOMO (alpha / beta): -0.4757 / -0.5051 Ha
* energy relative to the best compared isomer or geometry (same formula, charge and spin): 6.1268 eV
* total energy: -212.6952 Eh

Structure (ORCA input):
```
! wB97M-V def2-TZVPD RIJCOSX def2/J DEFGRID3
* xyz 1 1
C -2.788 -0.670 0.103
C -0.117 -0.123 0.111
C 1.060 -0.696 0.292
C -0.263 1.255 -0.330
N 2.534 -0.214 0.102
H -2.805 -1.746 -0.019
H -3.120 -0.224 -0.810
H -3.097 -0.221 1.039
H 1.220 -1.756 0.680
H 0.350 1.869 0.350
H -1.254 1.671 -0.263
H 0.008 1.385 -1.463
H 2.472 0.609 0.761
H 2.670 -0.154 -0.956
H 3.131 -0.986 0.404
*
```

[6]
The following is a DFT calculation (ωB97M-V with the def2-TZVPD basis set) of an isolated molecule of CH2N2O2Si.

## Properties
* HOMO: -0.4036 Ha
* energy relative to the best compared isomer or geometry (same formula, charge and spin): 1.0497 eV
* total energy: -588.6621 Eh
* SMILES string: N#C[SiH2][N+](=O)[O-]

Structure (ORCA input):
```
! wB97M-V def2-TZVPD RIJCOSX def2/J DEFGRID3
* xyz 0 1
N -1.878 0.397 2.170
C -1.005 0.485 1.459
Si 0.518 0.372 0.366
N 0.023 -0.649 -1.265
O 0.282 -1.865 -1.175
O -0.238 -0.041 -2.277
H 1.364 -0.583 0.812
H 0.935 1.884 -0.089
*
```

total energy of number 5 (C4H10N)?
-212.6952 Eh

energy relative to the best compared isomer or geometry (same formula, charge and spin) of number 5 (C4H10N)?
6.1268 eV

What is the total energy in the fourth record?
-3269.2845 Eh

Look up the total energy of the fourth one.
-3269.2845 Eh